# 1
23
Properties=species:S:1:pos:R:3 method="wB97M-V/def2-TZVPD" largest_force_ev_per_a=4.62 relative_energy_kcal_mol=62.2 homo_energy_ev=-9.607 homo_lumo_gap_ev=10.03
Br 2.8086 0.9676 0.4309
F 1.2031 -1.7301 -0.3842
O 0.9202 3.3206 -0.1581
O 0.4782 3.1055 -2.2066
N 0.5572 2.6397 -1.0921
C 0.9012 0.6971 0.4562
C 0.4747 -1.2438 0.5770
C -1.4433 -0.6772 -0.9682
C -1.1341 0.9081 -0.9767
C -1.0131 -1.4525 0.2863
C 0.9063 -1.5714 1.9225
C 0.3716 1.1641 -0.9020
H 1.9631 -1.1437 1.9576
H 0.2120 -1.1931 2.7105
H -1.5754 1.3942 -0.0246
H 0.3229 1.0868 1.2215
H 0.8753 0.5165 -1.7101
H -1.6060 1.3956 -1.7836
H -1.2032 -2.4448 0.0654
H 1.0337 -2.6506 2.1594
H -1.0696 -1.1319 -1.8327
H -2.5584 -0.6642 -1.0442
H -1.4249 -1.2926 1.2957



# 2
20
Properties=species:S:1:pos:R:3 method="wB97M-V/def2-TZVPD" smiles=O[C@@]12CC[C@@H](C[C@H]1Br)C2 largest_force_ev_per_a=3.93 relative_energy_kcal_mol=0.0 homo_energy_ev=-9.674 homo_lumo_gap_ev=10.39
Br 0.2974 2.9426 0.3306
O -1.8290 0.6197 1.4152
C 0.5233 1.0789 0.8968
C 1.6273 0.2992 0.1001
C -0.1923 -1.1421 0.7197
C -1.0799 0.2217 -0.8782
C 0.8553 -0.9265 -0.3802
C 0.0683 -0.5246 -1.5829
C -0.7982 0.2743 0.6313
H -0.9059 -1.9201 0.5021
H -0.3211 -1.3289 -2.2424
H 0.5892 1.0201 1.9808
H 1.7743 0.9516 -0.8238
H 2.4953 0.1080 0.6320
H -2.0850 -0.1398 -1.1139
H -1.9511 0.0725 2.2428
H 0.4974 0.2031 -2.2635
H 0.0914 -1.2054 1.8030
H -1.1117 1.2221 -1.2760
H 1.4550 -1.8262 -0.6934



# 3
23
Properties=species:S:1:pos:R:3 method="wB97M-V/def2-TZVPD" largest_force_ev_per_a=3.54 relative_energy_kcal_mol=38.1 homo_energy_ev="-8.548 / -7.415" homo_lumo_gap_ev="8.41 / 7.21"
Cl 0.1834 0.2128 -2.8272
S 1.9059 -0.4731 -0.6039
O 2.6125 3.1045 0.7102
N 2.6097 0.8161 0.3282
N -1.0596 0.2976 0.6316
C -0.4826 -0.6987 1.4451
C -1.9889 -0.3211 -0.3178
C 1.2444 0.7821 -1.5979
C 2.2148 2.1242 0.0975
C -1.7902 -1.8258 -0.1692
C 1.2898 2.1757 -1.1309
C -1.3840 -1.9447 1.3212
H 3.5759 0.8344 0.5752
H 1.8440 2.8397 -1.7587
H -0.9479 -2.2638 -0.8068
H -2.0513 -1.7325 2.0903
H -3.1231 0.0500 -0.2197
H 0.6901 -0.8615 1.0123
H -0.2680 -0.3174 2.4918
H -1.8907 -0.0101 -1.3958
H -2.5898 -2.5677 -0.2554
H 0.2936 2.6104 -1.1175
H -0.8881 -2.8310 1.4975



# 4
22
Properties=species:S:1:pos:R:3 method="wB97M-V/def2-TZVPD" smiles="C=[N+]=C[C@H]1NCCCC1(F)F" largest_force_ev_per_a=5.27 relative_energy_kcal_mol=36.3 total_charge=+1 homo_energy_ev=-12.801 homo_lumo_gap_ev=7.77
F -1.0027 0.6518 -1.8519
F 0.2311 2.1824 -0.7137
N -1.7791 2.1740 1.1978
N -0.6581 -1.1435 0.4946
C -1.4213 3.2042 1.8364
C 1.2350 -0.0190 -1.2718
C 0.5554 -1.8630 0.2660
C -1.7863 1.0363 0.6801
C -0.0217 0.8435 -0.9229
C 0.9847 -1.5065 -1.2138
C -0.5567 0.2198 0.4296
H -2.7364 0.7742 0.3230
H 0.3024 -1.7878 -1.9652
H -1.0397 4.1474 1.2511
H 2.1618 0.2676 -0.6843
H 1.5519 0.3576 -2.1651
H -1.5128 -1.4065 -0.0040
H -1.6168 3.3883 2.8467
H 1.8101 -1.9449 -1.6145
H 1.2425 -1.3539 1.0920
H 0.1361 0.6261 1.3284
H 0.5078 -2.9640 0.2586



# 5
25
Properties=species:S:1:pos:R:3 method="wB97M-V/def2-TZVPD" smiles="O=S1(=O)CCC[C@@H](CCC(F)(F)F)O1" largest_force_ev_per_a=1.19 homo_energy_ev=-11.018 homo_lumo_gap_ev=11.66
S 1.8025 -0.0323 1.8409
F -3.7645 0.5443 -1.5631
F -1.7630 1.3366 -1.3175
F -3.3652 2.0376 -0.0238
O 2.7669 -0.8381 2.5264
O 0.6720 -0.9942 1.2676
O 1.1661 1.0254 2.5742
C -1.3868 -1.0487 -0.0028
C -0.0161 -0.3890 0.1320
C -2.8623 0.9358 -0.6357
C 2.2211 0.0698 -0.9902
C -2.5601 -0.1551 0.3674
C 2.5867 0.6633 0.3887
C 0.8416 -0.6035 -1.0888
H -1.4902 -1.4799 -0.9929
H -0.1106 0.6750 0.3369
H -3.4519 -0.7737 0.4308
H 0.2911 -0.1669 -1.9197
H 2.2623 0.8678 -1.7238
H 3.6435 0.4994 0.5638
H 2.9757 -0.6466 -1.2972
H 0.9341 -1.6649 -1.2980
H -2.4360 0.2890 1.3491
H 2.4316 1.7349 0.3839
H -1.3885 -1.8860 0.6921



# 6
40
Properties=species:S:1:pos:R:3 method="wB97M-V/def2-TZVPD" largest_force_ev_per_a=3.89 total_charge=-1 homo_energy_ev=-5.894 homo_lumo_gap_ev=5.02
V 1.1428 -1.4271 0.9901
S -2.7796 -3.6295 1.3630
S -0.9129 6.1402 -1.2830
S -2.2904 -2.7243 -1.0115
F -2.2642 -2.6511 3.9166
F -3.6656 -0.7024 -2.1236
F -1.0546 -4.3550 3.1615
F -2.6353 -0.3010 -0.1338
F -1.5297 -0.3379 -2.0170
F -2.9515 -4.7396 3.7684
O 1.2972 -0.8171 2.4296
O 3.4083 -3.1398 -0.9655
O -2.1532 5.6472 -0.7426
O -0.7916 7.5289 -1.6787
O 0.3473 5.8077 -0.2514
O -4.0412 -2.8762 1.4560
O 0.8995 -0.1041 0.1349
O -1.1463 -3.1658 -1.8367
O -2.9317 -4.9981 0.8794
O 3.6870 -4.1761 0.9202
O -3.6033 -3.3032 -1.3462
N -1.6264 -2.8051 0.6155
C -2.2470 -3.8345 3.1637
C -2.5751 -0.8357 -1.3349
C 1.6160 4.4224 1.1412
C 0.2270 4.7453 0.5966
C -0.3570 5.1333 -2.7301
C 4.0574 -3.9866 -0.2578
C 4.9764 -5.0978 -0.8143
H 5.8986 -5.1055 -0.2334
H -0.4870 4.8312 1.4157
H 5.2747 -5.0267 -1.8603
H 1.5980 3.6421 1.9021
H 4.5864 -6.0990 -0.6314
H 0.7301 5.2053 -2.7638
H 1.8993 5.3217 1.6880
H -0.2110 3.8444 0.1669
H -1.0275 5.5790 -3.4648
H -0.6438 4.1037 -2.5161
H 2.2800 4.2868 0.2874



# 7
22
Properties=species:S:1:pos:R:3 method="wB97M-V/def2-TZVPD" smiles="CCN(CC)C(=O)[C@H](F)C#N" largest_force_ev_per_a=5.91 relative_energy_kcal_mol=21.7 homo_energy_ev=-9.844 homo_lumo_gap_ev=10.48
F -1.5079 2.2665 2.0132
O -1.3896 1.7206 -0.3723
N 1.7343 1.1846 2.0546
N -0.0117 -0.0766 -0.2948
C 0.2762 0.0823 -1.7271
C 0.3315 -1.3620 0.3541
C -0.7687 1.0950 2.0594
C 1.3533 1.1586 -1.8451
C -0.9207 -2.1809 0.4815
C 0.6080 1.2226 2.1748
C -0.8086 0.8672 0.2125
H -0.7536 -3.1689 0.6937
H -1.6741 -2.0667 -0.3833
H 1.4627 1.6808 -2.9095
H -1.6734 -1.8668 1.3374
H 2.4122 0.7329 -1.7901
H -0.7137 0.3288 -2.2195
H -1.4872 0.3980 2.6415
H 1.0915 1.9542 -1.2254
H 0.7014 -1.2909 1.3623
H 1.1366 -1.8155 -0.3450
H 0.6013 -0.8639 -2.2731



# 8
19
Properties=species:S:1:pos:R:3 method="wB97M-V/def2-TZVPD" smiles="C[C@H]1N=C1C1(C)CC1" largest_force_ev_per_a=6.23 relative_energy_kcal_mol=118.6 homo_energy_ev=-7.434 homo_lumo_gap_ev=8.42
N 0.8453 -1.9092 0.0936
C -1.4535 0.0749 -1.8034
C -0.8308 0.0752 -0.3887
C 0.1443 -0.8926 -0.1136
C -0.6527 1.3814 0.3742
C 1.8813 -0.8149 0.1201
C -2.2470 -0.3749 -0.6001
C 2.3700 -0.3172 1.4018
H 2.2453 -0.5310 -0.8461
H -2.3640 -1.4114 -0.4606
H -1.0373 -0.6426 -2.4198
H 1.9321 -1.0764 2.1797
H 0.0459 1.9085 -0.2139
H -1.5638 1.8938 0.7319
H 3.4864 -0.4348 1.3505
H -1.9659 1.0204 -2.1279
H 2.1263 0.6668 1.6091
H -0.0722 1.0049 1.2221
H -2.8899 0.3792 -0.1090



# 9
19
Properties=species:S:1:pos:R:3 method="wB97M-V/def2-TZVPD" smiles="C=C/C=C/C/C=C/N" largest_force_ev_per_a=3.53 relative_energy_kcal_mol=81.7 homo_energy_ev=-8.032 homo_lumo_gap_ev=9.09
N 1.0527 2.7364 -2.3598
C -0.7634 -0.4709 -1.1412
C -0.0587 1.8987 -1.8380
C 0.2239 -2.1886 2.8461
C -0.5165 -1.0790 0.2156
C -0.1297 -0.8920 2.6741
C -0.2322 -0.3670 1.2568
C 0.1813 0.6069 -1.5662
H -0.1963 -0.1489 3.4623
H -0.6644 -1.4237 -1.8629
H 0.2215 -2.7198 3.7622
H 1.1971 0.2288 -1.7351
H -1.7742 -0.1743 -1.0862
H -1.0134 2.5626 -1.7395
H 0.1359 -2.9666 2.1421
H -0.0668 0.7022 1.1109
H 1.0289 3.7640 -2.2723
H -0.6021 -2.2329 0.4395
H 1.9762 2.1643 -2.3085



# 10
19
Properties=species:S:1:pos:R:3 method="wB97M-V/def2-TZVPD" largest_force_ev_per_a=9.67 relative_energy_kcal_mol=163.2 homo_energy_ev=-8.174 homo_lumo_gap_ev=9.22
N 0.4526 0.6676 -0.4084
C 0.3064 -0.9826 1.2499
C -1.5737 -0.1271 -0.9425
C 1.9544 0.8750 -0.5066
C -0.0924 0.4360 0.9939
C -0.2347 -0.6290 -0.9978
C 0.1821 -1.6754 0.1700
C -1.4698 0.7357 0.4872
H 0.5002 -1.5621 2.3093
H -2.6319 0.7853 1.1470
H -0.8625 1.9706 0.2107
H 0.1414 -0.7661 -2.0222
H 2.3531 0.0972 0.3124
H -1.7975 0.4048 -1.7475
H 2.3191 0.6254 -1.6214
H 2.1730 1.8759 -0.0337
H 0.3115 -2.7999 0.1268
H 0.4213 0.9895 1.7356
H -2.4525 -0.9207 -0.4626



# 11
19
Properties=species:S:1:pos:R:3 method="wB97M-V/def2-TZVPD" largest_force_ev_per_a=10.62 relative_energy_kcal_mol=204.5 homo_energy_ev=-8.139 homo_lumo_gap_ev=8.81
N -2.4561 0.0022 -0.0831
C -1.1938 -0.5226 -0.5313
C 0.9076 -0.5563 0.5586
C -0.3925 -1.4105 0.1058
C -1.0516 0.6770 0.4327
C 0.9861 2.0381 -0.1729
C 0.4058 0.8668 0.2030
C 2.2174 -0.7648 -0.3229
H -1.2276 0.6349 1.4441
H 2.0821 1.9860 -0.4581
H -2.8678 0.5472 -0.9384
H 3.1966 -0.4273 0.3812
H 1.2854 -0.9206 1.6631
H -1.0798 -0.2568 -1.6481
H 2.2578 -0.1327 -1.3331
H 2.3392 -2.0745 -0.7548
H -0.6892 -2.0097 1.0064
H 0.2489 -2.2680 -0.4225
H 0.3732 2.9404 0.0046



# 12
19
Properties=species:S:1:pos:R:3 method="wB97M-V/def2-TZVPD" smiles="C[C@]12CC=C[C@H]1NC2" largest_force_ev_per_a=2.86 relative_energy_kcal_mol=54.0 homo_energy_ev=-8.641 homo_lumo_gap_ev=9.65
N -0.4385 1.3737 1.2024
C 0.9057 0.6540 1.2233
C 0.6670 0.0068 -0.2109
C 1.6492 0.4646 -1.2604
C -1.7464 -0.3674 -0.3439
C -1.2367 -1.5722 -0.2189
C -0.7460 0.7303 -0.1479
C 0.3111 -1.5278 -0.1219
H -2.7349 -0.2015 -0.5117
H 1.8402 1.2893 1.3553
H 2.6611 0.1893 -0.9737
H 0.9214 -0.0597 2.0736
H 0.8493 -1.9276 0.7756
H 1.6001 1.5376 -1.3236
H -0.8358 1.4478 -0.9302
H 0.8117 -2.1427 -0.8567
H 1.3546 0.0148 -2.2128
H -1.7216 -2.5101 -0.5049
H -0.5004 2.4166 1.1745



# 13
19
Properties=species:S:1:pos:R:3 method="wB97M-V/def2-TZVPD" smiles="C=C/C=C/CNC=C" largest_force_ev_per_a=0.92 relative_energy_kcal_mol=53.8 homo_energy_ev=-8.092 homo_lumo_gap_ev=9.19
N 0.9934 1.4537 -0.2252
C -0.8898 -1.6526 0.2445
C 0.6349 0.1208 -0.6897
C -1.6423 -2.2507 1.3452
C -0.0775 -0.6182 0.4126
C 1.3868 2.4165 -1.1412
C -2.4920 -3.2532 1.1536
C 1.8194 3.6327 -0.7958
H -1.5366 -1.8201 2.3334
H 1.5526 1.4261 0.6156
H -1.0179 -2.1495 -0.7161
H -0.0343 -0.1250 1.3819
H -2.5523 -3.6927 0.1658
H 2.2100 4.3413 -1.5076
H 1.5082 -0.4489 -1.0400
H 2.0352 3.8599 0.2437
H -3.0751 -3.6912 1.9480
H -0.0355 0.2369 -1.5381
H 1.2132 2.2140 -2.1905



# 14
19
Properties=species:S:1:pos:R:3 method="wB97M-V/def2-TZVPD" largest_force_ev_per_a=6.46 relative_energy_kcal_mol=121.0 homo_energy_ev=-8.288 homo_lumo_gap_ev=9.36
N 1.1666 1.1251 -1.1590
C -0.2267 0.8101 -0.5298
C 1.9380 0.1717 -0.3327
C -0.3747 -0.7064 -0.6942
C -1.6572 -0.9680 0.1069
C -1.5302 0.0155 1.3115
C 0.7839 -0.8649 0.3620
C -0.1028 0.2736 0.9244
H 0.9398 -1.8456 0.7649
H -2.5796 -0.8966 -0.5148
H -0.3004 -1.3415 -1.6265
H 1.4727 2.0824 -1.2730
H -1.7508 -0.6236 2.2137
H 0.4703 1.0061 1.5876
H -2.0445 1.2989 1.1415
H 2.8132 -0.4054 -0.9762
H -1.8284 -2.0361 0.3324
H 2.4401 0.8111 0.5554
H -0.7820 1.6839 -0.9806



# 15
19
Properties=species:S:1:pos:R:3 method="wB97M-V/def2-TZVPD" smiles="C[C@]12C[C@@H]1C=CCN2" largest_force_ev_per_a=2.28 relative_energy_kcal_mol=84.9 homo_energy_ev=-8.348 homo_lumo_gap_ev=9.46
N 1.1542 -0.6215 -0.5846
C -0.7661 0.9905 -1.5803
C 0.7743 1.6287 0.2935
C -1.0523 -0.0168 -0.5280
C -1.3860 -0.2932 0.8889
C 0.2803 0.5406 -0.6361
C -0.4056 -1.0432 1.4083
C 0.9106 -1.3899 0.6478
H -2.3095 -0.1492 1.3932
H 1.6795 -1.2387 1.4529
H 0.9255 -2.4764 0.3382
H 2.1162 -0.3049 -0.6547
H -1.0123 -0.9831 -1.0817
H 1.4961 2.2501 -0.3172
H -0.4485 -1.4809 2.4215
H -0.8303 0.6941 -2.5905
H -1.1355 1.9982 -1.5222
H -0.0257 2.3093 0.5745
H 1.3348 1.2325 1.1127



# 16
20
Properties=species:S:1:pos:R:3 method="wB97M-V/def2-TZVPD" smiles="C=C(C)[n+]1ccn(C)c1" largest_force_ev_per_a=4.27 relative_energy_kcal_mol=42.8 total_charge=+1 homo_energy_ev=-13.867 homo_lumo_gap_ev=10.48
N 0.3188 -0.3448 0.1389
N -1.8098 -0.0432 0.0243
C 2.1918 1.0258 -0.8295
C 1.7368 -0.0126 0.2587
C -3.0608 0.6767 0.1965
C 2.5877 -0.7603 1.0042
C -0.6906 0.5485 0.4122
C -0.2038 -1.5028 -0.3655
C -1.6024 -1.2673 -0.4120
H 2.2192 0.4840 -1.7309
H -3.0249 1.4166 1.0086
H -0.4376 1.5546 0.4401
H 3.2143 1.3963 -0.7117
H 3.6507 -0.4624 1.0282
H -2.3844 -1.9885 -0.5786
H 2.3252 -1.3328 1.8446
H 0.4882 -2.2960 -0.5326
H -3.7357 -0.1324 0.5633
H -3.3676 1.1072 -0.7953
H 1.5851 1.9334 -0.9633



# 17
21
Properties=species:S:1:pos:R:3 method="wB97M-V/def2-TZVPD" largest_force_ev_per_a=6.35 relative_energy_kcal_mol=94.0 total_charge=+2 homo_energy_ev=-17.463 homo_lumo_gap_ev=7.81
N 1.7341 -1.3428 0.9600
N 0.2274 0.4961 0.8090
N 0.0302 -1.4424 -0.5740
C 1.0293 -2.0267 0.0509
C -1.9236 1.2147 0.7038
C -0.6945 1.4653 1.1980
C 1.2166 -0.1391 1.4087
C -1.8349 0.2027 -0.3548
C 0.8278 0.9621 -1.9742
C -0.3356 -0.0420 -0.4571
H 2.5444 -1.5188 1.5180
H -2.4156 -0.6007 -0.0043
H 1.4257 -3.0373 0.0291
H 1.8131 0.7394 -1.3803
H 1.5603 0.3320 2.2225
H -0.5667 2.2158 1.8680
H -2.7712 1.7291 0.9297
H 0.4183 1.9854 -1.8141
H -0.5712 -2.1168 -1.0244
H -2.1003 0.5021 -1.3780
H 0.3861 0.4220 -2.7365



# 18
22
Properties=species:S:1:pos:R:3 method="wB97M-V/def2-TZVPD" smiles="CCn1ncc(/C=N/O)c1C" largest_force_ev_per_a=16.75 relative_energy_kcal_mol=212.7 homo_energy_ev=-7.075 homo_lumo_gap_ev=7.21
O -3.8971 -2.0985 1.0523
N 1.5101 -1.1428 -0.7666
N 1.2478 0.0575 -0.1095
N -2.8631 -1.1188 0.8418
C 0.0481 0.0386 0.4740
C 0.5396 -1.9396 -0.8129
C -0.5666 -1.3188 -0.1461
C 1.9945 1.2424 -0.2000
C 1.9592 1.9380 -1.2599
C -0.7598 1.1520 1.1502
C -1.7434 -1.9326 0.0923
H 0.8580 2.2676 -1.3874
H 2.1830 1.5663 0.8627
H 0.6842 -3.0981 -1.1959
H -1.7721 0.6060 1.2406
H -0.0437 1.2323 2.0162
H -1.8840 -2.9069 -0.0082
H -4.5483 -1.3501 1.4177
H 2.6287 2.7937 -1.3092
H 3.1447 0.6824 -0.2286
H -0.7051 1.9806 0.4978
H 1.9853 1.3488 -2.2215



# 19
24
Properties=species:S:1:pos:R:3 method="wB97M-V/def2-TZVPD" largest_force_ev_per_a=3.89 relative_energy_kcal_mol=48.1 homo_energy_ev=-9.032 homo_lumo_gap_ev=9.61
S -0.6508 -1.9218 1.2493
O 0.4894 -2.4190 2.0586
O 0.3581 2.0215 -0.0116
N -0.5438 -0.2340 1.3827
N 1.2413 -3.0722 -1.8430
N -0.0940 -2.0767 -0.4070
C -0.7776 1.3221 -0.4800
C 1.1475 -2.6383 -0.6205
C -1.5268 0.5769 0.6530
C 0.6942 0.4357 1.8432
C -0.7634 -2.1145 -1.6418
C 0.1471 -2.7412 -2.4799
C 1.2412 1.2259 0.6513
H 1.8365 -2.7229 0.2722
H -1.3206 2.0675 -1.1425
H -1.6256 -1.4878 -2.0001
H -2.4045 -0.0897 0.3067
H 0.0185 -3.0040 -3.5700
H 1.7275 0.5021 -0.0291
H 2.1008 1.7837 0.9977
H 1.2689 -0.2850 2.2883
H 0.4090 1.0874 2.6885
H -1.9341 1.4010 1.3718
H -0.5225 0.5382 -1.1984



# 20
24
Properties=species:S:1:pos:R:3 method="wB97M-V/def2-TZVPD" smiles="O=c1cc[nH]c(=O)[nH]1.CNC(C)=O" largest_force_ev_per_a=5.78 relative_energy_kcal_mol=56.7 homo_energy_ev=-9.366 homo_lumo_gap_ev=9.73
O -1.3327 -0.1629 0.0229
O -5.5900 -1.7142 -0.4995
O 4.3964 -0.7663 1.3969
N -3.0417 1.1509 0.2820
N 4.2817 -0.0529 -0.7001
N -3.5419 -1.1610 0.1906
C -4.9003 -0.7972 0.0207
C 2.4540 -1.2683 0.0880
C 3.8541 -0.8550 0.3215
C 5.3888 0.9550 -0.4679
C -4.3529 1.4644 0.3369
C -2.5925 -0.1834 0.1739
C -5.3675 0.6262 0.3379
H 3.6891 0.1027 -1.5872
H 1.6612 -0.4311 0.4219
H -4.3858 2.5329 0.4039
H -6.5357 0.7461 0.1005
H 5.6551 0.5835 0.4343
H -2.3396 1.9296 0.4603
H -3.1359 -2.1110 -0.0236
H 2.1490 -2.2982 0.6960
H 5.0310 1.9617 -0.1365
H 2.3604 -1.2134 -0.9861
H 6.1956 0.9620 -1.2873